Record 1
# C9H16I2NO2Ti

C9H16I2NO2Ti as an isolated structure (ωB97M-V/def2-TZVPD, the OMol25 dataset).

- LUMO level: -6.9 eV
- Multiplicity: 1
- Total charge: +1
- Highest occupied orbital energy: -8.721 eV
- Frontier orbital gap: 1.865 eV
- E_tot: -54478.542 eV

Last column: natural (NBO) charge in e.
Geometry (Å):
I: 1.491 0.150 1.797  0.26
I: 3.249 -4.390 0.829  0.17
Ti: -4.270 4.073 2.132  0.52
O: -1.965 2.008 -0.982  -0.52
O: -2.463 0.613 -2.668  -0.57
N: 1.199 -2.013 0.174  -0.20
C: 3.903 -2.178 2.812  -0.65
C: -3.283 2.564 -1.071  -0.08
C: -0.305 0.462 -1.576  -0.51
C: -3.358 3.623 0.040  -0.71
C: -0.338 -1.070 -1.512  -0.38
C: 2.336 -1.663 0.853  -0.15
C: 1.063 -1.649 -1.190  -0.29
C: 2.741 -2.636 1.946  -0.34
C: -1.685 1.008 -1.839  0.80
H: 4.661 -1.665 2.206  0.22
H: 3.183 -1.310 0.250  0.23
H: 0.345 0.792 -2.397  0.24
H: -1.029 -1.412 -0.738  0.23
H: 1.876 -1.005 -1.557  0.20
H: 4.393 -3.037 3.276  0.25
H: -2.439 3.571 0.646  0.25
H: -3.451 2.994 -2.064  0.22
H: 3.556 -1.503 3.600  0.23
H: 0.067 0.891 -0.643  0.23
H: 1.125 -2.621 -1.717  0.29
H: -4.309 3.337 0.617  0.12
H: -3.452 4.645 -0.354  0.25
H: 1.855 -2.893 2.534  0.25
H: -4.019 1.768 -0.929  0.21
H: -0.677 -1.453 -2.479  0.24

---

Record 2
# C2H14NO3

A 4-piece molecular cluster, C2H14NO3 overall (ωB97M-V/def2-TZVPD, the OMol25 dataset).

- LUMO level (alpha / beta): 0.7 / 0.5 eV
- Multiplicity: 2
- Total charge: 0
- Highest occupied orbital energy (alpha / beta): -2.548 / -11.451 eV
- Frontier orbital gap (alpha / beta): 3.205 / 11.923 eV
- E_tot: -9929.448 eV
- ΔE to the lowest compared entry with this formula, charge and spin: 28.3 kcal/mol
- <S²>: 0.751

Last column: Mulliken spin population.
Geometry (Å):
O: -0.946 2.339 0.096  0.28
O: 2.124 0.072 -0.959  -0.39
O: 0.378 0.122 3.647  0.03
N: -1.032 -0.389 -0.831  0.18
C: -0.430 -0.914 0.449  0.56
C: -0.525 -0.943 -2.328  1.05
H: -1.245 -1.394 0.979  -0.26
H: 0.424 -1.570 0.297  -0.08
H: -0.151 -0.051 1.041  0.27
H: -2.048 -0.492 -0.913  -0.36
H: 0.720 -0.510 4.289  0.00
H: -0.200 2.730 -0.384  -0.04
H: -0.704 0.584 -0.905  0.14
H: -0.486 -1.991 -2.013  -0.02
H: 2.582 -0.772 -1.011  0.00
H: -1.377 -0.659 -2.939  -0.30
H: 0.472 -0.547 -2.473  -0.18
H: 0.966 0.878 3.681  0.00
H: 2.781 0.611 -0.514  0.16
H: -1.302 2.895 0.790  -0.04

---

Record 3
# C5H8O

One molecule with the formula C5H8O (ωB97M-V/def2-TZVPD, the OMol25 dataset).

- SMILES string: C=C/C=C\CO
- LUMO level: 0.8 eV
- Multiplicity: 1
- Total charge: 0
- Highest occupied orbital energy: -8.665 eV
- Frontier orbital gap: 9.435 eV
- E_tot: -7359.600 eV
- ΔE to the lowest compared entry with this formula, charge and spin: 61.2 kcal/mol

Last column: natural (NBO) charge in e.
Geometry (Å):
O: -2.182 1.538 -0.543  -0.70
C: -1.121 0.718 -0.161  -0.12
C: 0.301 1.118 -0.351  -0.17
C: 1.250 -1.136 0.263  -0.23
C: 1.293 0.303 0.006  -0.27
C: 0.258 -2.019 0.113  -0.37
H: 0.482 2.186 -0.464  0.21
H: 2.256 0.768 0.190  0.21
H: 2.191 -1.539 0.605  0.20
H: 0.393 -3.066 0.324  0.20
H: -0.722 -1.807 -0.263  0.18
H: -1.361 -0.216 -0.683  0.20
H: -0.913 0.830 0.957  0.19
H: -2.125 2.322 0.006  0.46